(1)
Here is a molecular structure, C6H18O6Tl at a distorted geometry from OMol25. Energies are from ωB97M-V/def2-TZVPD.

2S+1: 2
Maximum force (eV/A): 2.59
Molecular weight (g/mol): 390.59
Expectation value of S²: 0.759
Charge: +2
Relative energy (zero: lowest compared OMol25 entry of this formula, charge and spin) (kcal per mole): 3.0

The geometry in XYZ format:
```
31
Properties=species:S:1:pos:R:3:forces:R:3:lowdin_spin:R:1
Tl 0.2887 0.2596 0.4305 -0.45 0.22 -0.31 0.1781
C -1.8948 2.4757 2.7710 -0.46 -1.04 -0.19 0.0160
C -2.1585 2.8316 1.2921 0.00 0.86 1.69 0.0196
O -0.9775 3.0129 0.5564 0.74 -0.98 -0.59 0.1233
O -1.2551 1.2004 2.7315 0.70 -0.21 0.15 0.0332
H -2.8082 2.2744 3.3308 -0.62 0.55 -0.53 0.0019
H -1.3440 3.1573 3.4192 0.40 0.48 -0.67 0.0008
H -2.6755 3.7904 1.3333 -0.60 -0.15 -0.45 0.0082
H -2.6903 1.9959 0.8372 -0.23 0.37 -0.05 0.0006
H -0.5036 3.7963 0.8452 0.10 0.31 0.18 -0.0002
H -1.3849 0.8847 3.6288 0.37 -0.76 0.07 0.0020
C -1.2517 0.0440 -3.0534 -0.22 1.13 -0.51 0.0051
C -1.3835 -1.4362 -2.5946 -2.15 1.43 -0.18 0.0027
O -0.6523 -1.7164 -1.4456 1.54 0.11 0.86 0.0272
O -1.2365 1.1218 -2.0266 0.53 -2.28 0.79 0.0564
H -2.1246 0.3355 -3.6375 -0.15 -0.72 -0.26 0.0033
H -0.4084 0.2036 -3.7253 0.32 -0.18 0.26 0.0007
H -1.2092 -2.1407 -3.4078 0.62 0.37 -0.26 0.0011
H -2.4241 -1.6272 -2.3322 -0.34 0.28 -0.12 0.0002
H -0.6302 -2.6712 -1.3486 0.10 -0.08 0.27 0.0009
H -1.3969 1.9728 -2.4409 0.06 0.05 -0.25 0.0006
C 3.6581 -1.6080 0.8055 -0.79 -0.33 -0.53 0.0797
C 2.6969 -2.5595 -0.1019 0.70 -1.00 1.47 0.0789
O 1.3976 -2.6450 0.3702 -0.90 1.33 -0.52 0.2385
O 3.1980 -0.2938 0.7133 -0.30 -0.22 -0.09 0.0780
H 4.6601 -1.7788 0.4120 0.01 0.25 -0.24 0.0059
H 3.6174 -1.9194 1.8493 -0.23 -0.46 -0.05 0.0064
H 3.1052 -3.5534 0.0812 0.64 0.05 -0.52 0.0092
H 2.6720 -2.2745 -1.1537 0.21 0.42 0.12 0.0130
H 1.2242 -3.4440 0.8734 0.19 -0.23 0.55 0.0023
H 3.8916 0.3108 0.9870 0.21 0.44 -0.10 0.0065
```
Positions in Å, forces in eV/Å.

(2)
Here is a molecular structure, C6H18O6Tl at a distorted geometry from OMol25. Energies are from ωB97M-V/def2-TZVPD.

Maximum force (eV/A): 3.61
Molecular weight (g/mol): 390.59
Charge: +3
Relative energy (zero: lowest compared OMol25 entry of this formula, charge and spin) (kcal per mole): 70.0

The geometry in XYZ format:
```
31
Properties=species:S:1:pos:R:3:forces:R:3:mulliken_charge:R:1
Tl 0.1085 -0.9520 0.1406 0.45 0.34 0.00 1.0042
C -4.6366 -0.6368 2.0068 -1.45 -3.14 1.06 -0.3944
C -3.8059 -0.0715 0.8317 1.22 0.01 -0.47 -0.2258
O -2.4658 0.1594 1.1968 -0.63 -0.50 -0.94 -0.3249
O -4.4253 -2.0721 2.1280 0.91 2.44 -0.47 -0.2925
H -5.7160 -0.5239 1.9046 0.17 0.72 -0.25 0.4153
H -4.2894 -0.2428 2.9619 0.22 0.50 0.05 0.3347
H -4.1831 0.9289 0.6194 -0.91 0.43 0.23 0.3216
H -3.8992 -0.6545 -0.0844 0.31 -0.25 0.27 0.3985
H -2.5446 0.7686 1.9345 0.54 0.33 0.60 0.2698
H -5.2617 -2.5215 1.9867 -0.61 -0.55 -0.15 0.3960
C 3.1364 -1.6019 -1.9827 -0.73 -0.20 -0.45 -0.4261
C 2.0657 -1.5596 -3.1062 0.98 0.14 0.74 -0.3496
O 0.8806 -0.8317 -2.7872 1.19 -0.37 1.13 -0.3676
O 2.7337 -2.0912 -0.7497 -1.46 0.00 0.39 -0.3699
H 3.5067 -0.5926 -1.8029 0.45 0.44 -0.38 0.2861
H 3.9969 -2.2259 -2.2239 0.21 0.21 -0.96 0.4746
H 1.8626 -2.5984 -3.3663 -0.40 -0.47 -0.07 0.3708
H 2.6230 -1.1717 -3.9589 -0.43 0.39 -0.42 0.4009
H 0.3127 -0.6879 -3.5477 -0.05 -0.08 -0.64 0.3209
H 3.5367 -2.3595 -0.2972 0.25 -0.23 0.71 0.3584
C 2.0893 2.3063 0.2292 -1.23 1.18 0.80 -0.4483
C 1.5469 2.2663 1.6725 3.04 0.74 -0.89 -0.5224
O 0.3176 1.6841 1.6518 -2.04 -1.47 -0.07 -0.3936
O 2.1662 1.0810 -0.4233 -0.18 -1.28 0.55 -0.3436
H 3.0583 2.7992 0.1497 0.43 0.25 0.22 0.4266
H 1.3814 2.9526 -0.2897 -0.03 0.33 -0.65 0.3567
H 1.4954 3.3097 1.9836 0.10 0.07 0.05 0.4075
H 2.2865 1.7660 2.2976 -0.23 -0.25 0.36 0.3174
H -0.2681 2.1305 2.2676 -0.04 0.08 0.11 0.2842
H 2.3906 1.2427 -1.3426 -0.04 0.17 -0.46 0.3143
```
Positions in Å, forces in eV/Å.

(3)
Here is 2 unconnected molecules or ions with the total composition C6H19N2 at a distorted geometry from OMol25. Energies are from ωB97M-V/def2-TZVPD.

2S+1: 2
Maximum force (eV/A): 1.14
Molecular weight (g/mol): 119.23
Expectation value of S²: 0.751
Relative energy (zero: lowest compared OMol25 entry of this formula, charge and spin) (kcal per mole): 0.0

The geometry in XYZ format:
```
27
Properties=species:S:1:pos:R:3:forces:R:3:lowdin_spin:R:1
N -1.2765 -0.1334 2.1256 0.56 0.43 -0.18 0.2109
C -1.2996 -1.5965 1.8321 -0.39 -0.13 0.34 0.1012
C 0.0819 -2.2064 1.9723 -0.25 -0.70 -0.77 0.0371
N -0.0511 -3.6195 1.5662 0.17 0.30 0.37 0.0076
H -0.7508 0.1228 2.9956 -0.02 -0.26 0.45 0.1750
H -0.7436 0.3912 1.4033 -0.54 -0.30 0.25 0.0466
H -2.2182 0.3357 2.2474 -0.22 -0.10 -0.19 0.1960
H -2.0068 -2.1045 2.4886 0.16 0.27 0.30 0.0343
H -1.7372 -1.7441 0.8448 0.36 0.16 -0.18 0.0200
H 0.7923 -1.6684 1.3323 0.06 0.13 0.25 0.0117
H 0.4300 -2.1907 3.0040 -0.05 0.22 -0.03 0.0245
H -0.1636 -3.6854 0.5629 0.11 -0.09 -0.03 0.0008
H 0.7917 -4.1143 1.8330 -0.10 -0.13 -0.19 0.0007
C 0.0192 1.1222 -0.4967 0.17 0.09 0.71 0.0536
C 0.3137 1.8852 -1.7822 -0.06 -0.60 0.20 0.0064
C 1.6691 2.5978 -1.7439 -0.84 0.24 0.73 0.0018
C 0.2438 0.9299 -2.9720 -0.10 -0.55 -0.30 0.0011
H -0.9164 0.5539 -0.5636 0.14 0.00 -0.24 0.0183
H 0.8283 0.4397 -0.1963 -0.06 -0.05 -0.34 0.0081
H -0.1057 1.7829 0.3760 0.10 0.22 -0.38 0.0403
H -0.5025 2.6102 -1.8709 0.19 0.11 -0.21 0.0017
H 1.7953 3.1433 -2.6779 0.51 -0.18 -0.02 0.0002
H 2.4557 1.8850 -1.4914 0.15 0.00 -0.56 0.0003
H 1.6882 3.3235 -0.9237 -0.08 0.08 -0.13 0.0009
H -0.5620 0.1913 -2.8885 -0.33 0.47 0.03 0.0007
H 0.1147 1.4882 -3.9029 0.09 -0.18 -0.01 0.0002
H 1.1102 0.2604 -3.0739 0.24 0.55 0.13 0.0001
```
Positions in Å, forces in eV/Å.

(4)
Here is a molecular structure, C6H19N2 at a distorted geometry from OMol25. Energies are from ωB97M-V/def2-TZVPD.

2S+1: 2
Maximum force (eV/A): 2.32
Molecular weight (g/mol): 119.23
Expectation value of S²: 0.750
Relative energy (zero: lowest compared OMol25 entry of this formula, charge and spin) (kcal per mole): 12.6

The geometry in XYZ format:
```
27
Properties=species:S:1:pos:R:3:forces:R:3:lowdin_spin:R:1
C -2.2321 -0.6862 -1.0884 0.47 0.08 -0.09 0.1021
N -0.7219 -0.6331 -1.0274 -1.27 -1.64 -0.62 0.0043
C -0.1387 -1.9824 -1.3162 0.08 0.29 0.13 0.0791
C -0.2798 0.2845 -2.0117 0.23 1.83 -1.40 0.0286
H -2.5491 -1.5229 -0.4645 -0.21 0.25 0.09 0.0423
H -2.5908 -0.8380 -2.1329 0.47 -0.07 0.56 0.0075
H -2.6468 0.2783 -0.7419 0.25 -0.50 0.10 0.0338
H 0.9569 -1.9021 -1.2282 -0.37 -0.10 0.26 0.0104
H -0.5520 -2.6861 -0.5825 0.29 0.04 -0.19 0.0464
H -0.3311 -2.3297 -2.3495 -0.31 0.31 0.43 0.0063
H 0.8143 0.2624 -2.1175 -0.29 0.11 0.10 0.0043
H -0.6228 1.3181 -1.7492 0.37 -0.74 -0.21 0.0080
H -0.7399 0.0186 -2.9859 0.39 0.23 0.30 0.0036
C 2.1314 0.2258 1.2668 -0.35 0.41 0.12 0.0472
C 0.8056 0.7456 1.8511 1.35 0.62 0.14 0.0721
C 0.5554 2.2109 1.3809 0.02 -0.52 -0.34 0.0464
N -0.2106 -0.2239 1.4432 -0.47 2.22 -0.51 0.1042
H 2.4169 -0.7658 1.6910 -0.28 0.64 -0.55 0.0271
H 1.9670 0.2133 0.1753 0.59 -0.34 0.29 0.0038
H 2.9026 0.9649 1.5098 0.13 -0.25 -0.16 0.0052
H 0.9306 0.7385 2.9423 -0.36 0.05 -0.14 0.0250
H 0.2311 2.2459 0.3237 0.26 -0.13 0.37 0.0065
H 1.5108 2.7729 1.4494 -0.56 -0.25 0.10 0.0050
H -0.2258 2.7373 1.9415 0.19 -0.25 0.10 0.0197
H 0.0833 -1.1234 1.7343 0.33 -1.83 0.67 0.1210
H -1.0879 -0.0215 1.9327 -0.49 -0.15 -0.02 0.1322
H -0.3763 -0.3019 0.1538 -0.46 -0.32 0.47 0.0081
```
Positions in Å, forces in eV/Å.

(5)
Here is a molecular structure, C6H19N2Si at a distorted geometry from OMol25. Energies are from ωB97M-V/def2-TZVPD.

Maximum force (eV/A): 5.41
Molecular weight (g/mol): 147.32
Charge: +1
Relative energy (zero: lowest compared OMol25 entry of this formula, charge and spin) (kcal per mole): 59.5

The geometry in XYZ format:
```
28
Properties=species:S:1:pos:R:3:forces:R:3:mulliken_charge:R:1
C 1.9254 -2.3327 -0.3281 2.66 3.66 2.96 -1.3302
C 2.6822 -0.5053 -1.9625 -2.09 0.26 1.42 -1.6125
C -1.4320 3.0914 0.4604 -0.69 -0.49 -1.06 -0.9083
C -1.9614 -1.6235 0.6217 -1.68 1.18 -1.26 -1.0530
C -1.1477 0.7934 1.1847 3.14 -2.18 -0.46 -0.8250
C 2.3103 -0.7731 -0.4518 0.84 -1.79 -1.20 0.2328
N -1.6741 2.0655 1.4573 0.00 -1.03 -0.20 -0.3114
N -2.1759 -0.1337 0.5298 2.03 -1.13 -2.54 -0.1105
Si 0.8889 0.5016 -0.1754 -1.33 -1.69 1.54 0.6595
H 1.2193 -2.6165 -0.9745 -2.82 -0.97 -2.54 0.3831
H 2.7861 -2.9574 -0.4059 0.71 -0.30 -0.28 0.4100
H 1.6016 -2.3768 0.6849 -0.59 -0.84 0.86 0.3699
H 2.6425 0.5342 -2.0639 1.01 2.05 -0.50 0.4895
H 1.8741 -0.7387 -2.6306 -0.30 -1.03 -0.39 0.4217
H 3.6130 -0.9220 -2.2420 0.85 -0.39 -0.27 0.3982
H -0.4654 3.5216 0.5482 1.08 0.19 -0.36 0.3335
H -1.7135 2.8177 -0.5968 0.77 -0.43 1.06 0.2794
H -2.1161 3.8687 0.6004 -1.10 1.38 0.64 0.3837
H -1.5643 -1.9078 1.4993 1.87 -0.52 3.17 0.4631
H -2.8766 -2.1709 0.5918 -1.22 0.26 -0.12 0.4147
H -1.4411 -2.0394 -0.1766 1.44 -0.08 -1.44 0.3041
H -0.9803 0.1428 2.0323 0.38 0.81 0.95 0.5724
H -1.4568 2.3499 2.4100 -0.19 0.07 -0.39 0.2555
H -2.9456 0.0715 1.0962 -2.44 0.75 -0.06 0.3852
H -2.1648 0.0346 -0.5120 -1.11 0.44 1.45 0.3948
H -0.0375 0.0916 -1.1824 -0.56 0.10 -1.27 -0.1755
H 3.3185 -0.6138 0.0075 -1.29 0.12 0.54 0.3556
H 1.2911 1.8274 -0.0219 0.62 1.59 -0.24 -0.1799
```
Positions in Å, forces in eV/Å.

(6)
Here is 2 unconnected molecules or ions with the total composition C6H19N3 at a distorted geometry from OMol25. Energies are from ωB97M-V/def2-TZVPD.

Maximum force (eV/A): 4.05
Structure (SMILES): CNC(C)(C)N.CNC
Molecular weight (g/mol): 133.24
Relative energy (zero: lowest compared OMol25 entry of this formula, charge and spin) (kcal per mole): 51.6

The geometry in XYZ format:
```
28
Properties=species:S:1:pos:R:3:forces:R:3:mulliken_charge:R:1
C -0.3659 -0.1340 1.6384 2.88 -0.80 -2.13 -0.8325
N 0.5626 -0.6225 0.2956 -1.96 0.28 2.11 -0.4975
C 1.7843 0.1172 -0.0599 0.36 0.48 0.29 1.1615
C 1.4322 1.5977 -0.2158 0.12 -0.26 0.12 -1.6269
C 2.8988 -0.0655 0.9778 -0.13 0.19 -0.11 -1.6033
N 2.3063 -0.3489 -1.3433 -0.22 -0.06 0.26 -0.7069
H -1.1543 -0.8596 1.8185 0.17 -0.01 -0.35 0.2982
H 0.3461 -0.1123 2.4683 -0.26 0.17 0.03 0.3586
H -0.7696 0.8424 1.3946 0.02 -0.12 0.02 0.3091
H 0.8085 -1.5962 0.4577 -0.05 0.06 0.14 0.3063
H 1.2009 2.0481 0.7475 -0.04 0.04 0.04 0.3436
H 0.5696 1.7070 -0.8681 -0.11 0.04 -0.10 0.2543
H 2.2784 2.1190 -0.6556 0.03 0.04 0.00 0.4554
H 3.1632 -1.1197 1.0842 0.02 -0.02 -0.03 0.3962
H 3.7839 0.4932 0.6743 0.02 -0.07 -0.03 0.4066
H 2.5879 0.3117 1.9503 -0.07 -0.04 0.07 0.3406
H 1.5923 -0.2623 -2.0580 -0.02 -0.04 -0.03 0.2750
H 2.5701 -1.3268 -1.2873 0.00 0.00 -0.04 0.2748
C -2.5999 0.9242 -0.8616 0.40 -0.26 0.02 -1.0145
N -1.9168 -0.3193 -0.6413 2.45 -0.82 -0.88 -0.0372
C -2.8121 -1.4415 -0.5514 0.42 0.33 0.02 -1.1260
H -3.2822 0.9075 -1.7287 0.09 -0.03 -0.04 0.3071
H -3.2247 1.1725 0.0112 -0.04 0.17 0.03 0.3196
H -1.8884 1.7361 -1.0208 -0.01 0.07 0.05 0.2378
H -0.6953 -0.5251 -0.6838 -3.91 0.98 0.46 0.4678
H -3.4666 -1.3325 0.3277 -0.13 -0.16 0.04 0.3208
H -3.4722 -1.5481 -1.4289 0.05 -0.05 0.02 0.3252
H -2.2371 -2.3622 -0.4415 -0.08 -0.10 0.02 0.2864
```
Positions in Å, forces in eV/Å.

(7)
Here is 3 unconnected molecules or ions with the total composition C6H19N3 at a distorted geometry from OMol25. Energies are from ωB97M-V/def2-TZVPD.

Maximum force (eV/A): 2.61
Molecular weight (g/mol): 133.24
Relative energy (zero: lowest compared OMol25 entry of this formula, charge and spin) (kcal per mole): 131.6

The geometry in XYZ format:
```
28
Properties=species:S:1:pos:R:3:forces:R:3:mulliken_charge:R:1
C -1.1807 0.7799 -2.4103 0.19 0.06 0.00 -0.8562
C -0.8533 -1.5605 -2.5167 0.28 -0.07 -0.12 -0.8338
C -0.0928 -1.4543 0.5798 0.03 0.64 -0.03 -1.0788
C 1.4089 0.0944 -0.6825 -0.35 0.00 0.51 -1.1483
N -1.2479 -0.4611 -1.6853 -1.35 -0.25 -1.05 -0.2198
N 0.1332 -0.1845 -0.0669 -0.90 1.25 0.06 0.1005
H -1.5457 -1.6761 -3.3676 0.01 0.09 0.10 0.3493
H 0.2852 -2.2626 -0.0491 0.05 0.02 0.08 0.4009
H 2.2122 -0.2479 -0.0295 0.24 -0.06 -0.08 0.4210
H 1.4960 -0.4031 -1.6541 0.04 -0.02 0.02 0.2986
H -0.2097 0.9590 -2.9110 -0.09 -0.03 0.06 0.2953
H -1.9477 0.8065 -3.2008 0.07 -0.08 0.09 0.3129
H -1.3893 1.6225 -1.7445 0.06 -0.01 -0.01 0.2600
H 0.1539 -1.4455 -2.9680 -0.12 0.00 0.07 0.2560
H -0.8809 -2.5012 -1.9632 0.03 0.04 0.00 0.2396
H 0.4046 -1.4802 1.5538 0.08 -0.25 0.09 0.2936
H -1.1604 -1.5964 0.7221 -0.06 -0.03 -0.05 0.3253
H 1.5145 1.1676 -0.8152 0.01 0.04 -0.02 0.3375
C -0.7962 1.1616 2.5268 -0.24 -0.17 -0.06 -0.8810
C 1.5494 0.9040 2.4650 0.25 -0.19 0.13 -0.8534
N 0.3899 1.3055 1.7232 0.32 0.93 1.07 -0.2948
H -0.4942 0.6409 0.1528 1.54 -2.04 -0.51 0.4829
H -0.9293 0.1491 2.9546 0.09 0.15 -0.06 0.3096
H 2.4582 1.0032 1.8681 -0.08 -0.04 -0.04 0.2539
H -0.7833 1.8669 3.3734 0.11 -0.09 -0.08 0.3296
H -1.6831 1.4065 1.9345 0.01 -0.07 0.03 0.2871
H 1.6930 1.5395 3.3554 -0.14 0.00 -0.10 0.3446
H 1.4956 -0.1337 2.8552 -0.06 0.17 -0.12 0.2678
```
Positions in Å, forces in eV/Å.

(8)
Here is 4 unconnected molecules or ions with the total composition C6H19NO3 at a distorted geometry from OMol25. Energies are from ωB97M-V/def2-TZVPD.

Maximum force (eV/A): 2.01
Structure (SMILES): CCCC/C=C/N.O.O.O
Molecular weight (g/mol): 153.22
Relative energy (zero: lowest compared OMol25 entry of this formula, charge and spin) (kcal per mole): 33.0

The geometry in XYZ format:
```
29
Properties=species:S:1:pos:R:3:forces:R:3:mulliken_charge:R:1
C 2.7664 -1.3456 -0.0621 0.67 0.19 0.94 -1.3727
C 1.4307 -0.6663 -0.2497 -1.10 -0.42 -0.01 -0.0583
C 1.0499 -0.5388 -1.7215 0.70 1.44 -0.38 -0.6614
C -0.2996 0.1663 -1.9664 -1.18 -1.62 0.04 -0.6657
C -0.8536 0.9945 -0.8549 0.69 1.04 -0.06 -0.0843
C -1.3729 2.2204 -0.9437 -0.74 -1.09 0.15 -0.1811
N -2.0387 2.7878 0.1564 0.88 0.40 -0.27 -0.4841
H 3.6168 -0.6590 -0.1121 -0.18 0.13 -0.49 0.3285
H 2.9003 -1.7676 0.9401 -0.34 -0.15 -0.08 0.3535
H 2.9211 -2.1437 -0.7794 0.01 -0.14 -0.14 0.3396
H 0.6165 -1.2296 0.2368 0.27 -0.39 -0.06 0.2586
H 1.3179 0.2895 0.2621 0.63 0.24 -0.18 0.2335
H 1.1405 -1.5019 -2.2265 -0.40 -0.11 0.10 0.3348
H 1.8076 0.0731 -2.2280 0.18 0.00 0.21 0.3297
H -0.4093 0.6351 -2.9454 0.51 0.42 0.11 0.3701
H -1.0416 -0.6486 -2.0863 0.10 0.00 0.12 0.1044
H -0.7813 0.6318 0.1650 -0.19 -0.47 -0.06 0.1254
H -1.4516 2.7319 -1.8951 0.08 0.24 0.09 0.3282
H -2.7277 3.4636 -0.0781 -0.45 0.39 -0.02 0.2162
H -2.3516 2.1186 0.8319 -0.22 -0.14 0.09 0.2135
O 0.2510 -1.3244 4.2410 -0.10 0.06 -0.32 -0.6250
H -0.2492 -2.0061 3.7781 0.03 -0.07 0.16 0.3244
H 0.4140 -0.6732 3.5487 0.08 -0.01 0.12 0.3009
O -2.4873 -3.4968 -1.7603 0.07 0.22 0.18 -0.6428
H -1.7063 -3.0251 -1.4464 0.00 -0.11 -0.10 0.3153
H -3.2163 -2.9935 -1.3817 -0.05 -0.09 -0.08 0.3201
O 0.4491 2.8754 2.7344 0.88 0.80 -0.46 -0.6385
H -0.5018 2.9141 2.6465 -0.13 -0.60 0.25 0.3132
H 0.8071 2.1183 3.1966 -0.71 -0.18 0.17 0.3041
```
Positions in Å, forces in eV/Å.